Entry 1:
16
Properties=species:S:1:pos:R:3 method="wB97M-V/def2-TZVPD" smiles=CC.CC lumo_energy_ev=1.175 multiplicity=1 energy_ha=-159.57624 relative_energy_ev=0.238 homo_energy_ev=-11.6 gap_ev=12.78 max_force_ev_per_a=1.4 total_charge=0
C -0.20 -0.21 2.08
C -1.54 -0.38 1.36
H 0.72 -0.59 1.66
H -0.17 0.86 2.31
H -0.24 -0.82 2.99
H -1.60 0.19 0.43
H -2.39 -0.03 1.94
H -1.72 -1.43 1.11
C 0.84 -0.39 -2.02
C 0.93 1.01 -1.45
H -0.08 -0.91 -1.74
H 0.91 -0.45 -3.11
H 1.63 -1.05 -1.66
H 0.57 1.08 -0.42
H 0.38 1.77 -2.01
H 1.97 1.35 -1.44



Entry 2:
93
Properties=species:S:1:pos:R:3 method="wB97M-V/def2-TZVPD" lumo_energy_ev=-0.966 multiplicity=1 energy_ha=-3618.06320 homo_energy_ev=-9.5 gap_ev=8.51 max_force_ev_per_a=1.1 total_charge=0
C 2.91 2.61 -3.61
C 3.16 1.18 -4.14
C 1.96 0.61 -4.85
O 0.87 0.48 -3.91
O 0.43 -0.90 -3.90
P -1.05 -0.93 -4.50
O -1.18 -0.96 -5.95
O -1.67 -2.27 -3.88
O -1.84 0.21 -3.74
P -2.39 1.57 -4.56
O -1.02 2.04 -5.29
I -2.35 3.07 -2.61
H 3.27 3.36 -4.32
H 3.42 2.79 -2.67
H 1.84 2.77 -3.48
H 3.99 1.20 -4.85
H 3.43 0.53 -3.30
H 2.15 -0.35 -5.30
H 1.60 1.27 -5.65
H -1.57 -2.91 -4.60
H -1.29 2.43 -6.13
C 1.29 1.35 4.50
C 1.07 0.29 5.37
C 0.76 -0.96 4.86
C 0.68 -1.16 3.49
C 0.89 -0.08 2.62
C 1.21 1.17 3.13
C 0.78 -0.25 1.14
O 0.97 0.68 0.39
C 0.41 -1.60 0.62
C 0.26 -1.79 -0.74
C -0.06 -3.03 -1.25
C -0.23 -4.11 -0.38
C -0.08 -3.94 0.98
C 0.24 -2.68 1.49
C 0.37 -2.52 2.96
O 0.25 -3.46 3.72
H 1.53 2.33 4.90
H 1.12 0.44 6.44
H 0.59 -1.80 5.53
H 1.38 1.99 2.45
H 0.39 -0.94 -1.41
H -0.18 -3.16 -2.31
H -0.47 -5.09 -0.78
H -0.21 -4.77 1.66
C 4.25 -5.08 4.76
C 3.24 -4.62 3.92
C 3.29 -4.91 2.56
C 4.34 -5.65 2.05
C 5.36 -6.10 2.89
C 5.30 -5.82 4.25
C 6.52 -6.87 2.36
O 7.40 -7.27 3.09
C 6.56 -7.13 0.89
C 7.66 -7.80 0.36
C 7.71 -8.07 -1.00
C 6.67 -7.66 -1.84
C 5.58 -6.99 -1.31
C 5.53 -6.71 0.05
C 4.36 -5.96 0.59
O 3.45 -5.62 -0.14
H 4.21 -4.86 5.82
H 2.42 -4.04 4.31
H 2.51 -4.56 1.90
H 6.09 -6.18 4.90
H 8.46 -8.12 1.01
H 8.57 -8.59 -1.42
H 6.72 -7.87 -2.90
H 4.77 -6.67 -1.95
C -9.72 8.13 -1.47
C -10.13 8.21 -0.14
C -9.25 7.89 0.88
C -7.95 7.49 0.57
C -7.55 7.40 -0.76
C -8.44 7.73 -1.78
C -6.18 6.94 -1.12
O -5.82 6.87 -2.28
C -5.25 6.57 -0.01
C -3.99 6.09 -0.32
C -3.11 5.75 0.70
C -3.50 5.88 2.03
C -4.76 6.36 2.34
C -5.65 6.69 1.32
C -7.01 7.18 1.68
O -7.34 7.30 2.84
H -10.42 8.39 -2.26
H -11.14 8.51 0.10
H -9.55 7.95 1.91
H -8.11 7.67 -2.81
H -3.69 5.99 -1.35
H -2.13 5.37 0.46
H -2.81 5.62 2.82
H -5.07 6.47 3.37



Entry 3:
11
Properties=species:S:1:pos:R:3 method="wB97M-V/def2-TZVPD" lumo_energy_ev=-1.042 multiplicity=1 energy_ha=-5775.07239 relative_energy_ev=1.213 homo_energy_ev=-9.8 gap_ev=8.75 max_force_ev_per_a=3.8 total_charge=0
C -0.36 0.02 1.33
C -1.22 -0.14 0.04
C 1.19 0.00 0.15
C 0.07 0.10 -0.90
O -0.41 0.41 2.42
F -2.23 0.76 0.03
F -1.73 -1.40 -0.05
F 0.17 -0.88 -1.81
F 0.05 1.32 -1.56
Br 2.39 1.54 0.17
Br 2.08 -1.73 0.19



Entry 4:
19
Properties=species:S:1:pos:R:3 method="wB97M-V/def2-TZVPD" smiles=CCC.CC lumo_energy_ev=1.103 multiplicity=1 energy_ha=-198.86912 relative_energy_ev=0.545 homo_energy_ev=-11.3 gap_ev=12.37 max_force_ev_per_a=2.2 total_charge=0
C -1.70 0.00 -1.52
C -0.94 0.80 -0.44
C -1.54 2.13 -0.05
H -2.70 -0.34 -1.28
H -1.16 -0.85 -1.87
H -1.70 0.59 -2.47
H -0.85 0.23 0.49
H 0.14 0.85 -0.82
H -1.03 2.61 0.80
H -1.73 2.86 -0.83
H -2.53 1.91 0.35
C 1.54 -1.65 0.38
C 2.39 -1.16 1.55
H 0.55 -1.14 0.34
H 2.16 -1.38 -0.56
H 1.32 -2.70 0.33
H 3.47 -1.21 1.44
H 2.10 -1.52 2.55
H 2.22 -0.04 1.61



Entry 5:
8
Properties=species:S:1:pos:R:3 method="wB97M-V/def2-TZVPD" lumo_energy_ev=-0.771 multiplicity=1 energy_ha=-701.17885 relative_energy_ev=4.396 homo_energy_ev=-11.3 gap_ev=10.54 max_force_ev_per_a=4.8 total_charge=0
C 0.39 0.54 0.50
C 0.18 -0.29 -0.36
O -2.26 0.62 -1.24
O -2.28 -1.44 0.02
O -2.22 0.69 1.17
S -2.07 -0.07 -0.05
H 0.48 1.40 1.06
H 0.32 -1.25 -0.98



Entry 6:
126
Properties=species:S:1:pos:R:3 method="wB97M-V/def2-TZVPD" lumo_energy_ev=0.670 multiplicity=1 energy_ha=-1587.41328 relative_energy_ev=2.942 homo_energy_ev=-7.9 gap_ev=8.57 max_force_ev_per_a=13.9 total_charge=0
C 1.53 0.94 1.32
C 1.76 2.50 1.20
N 3.13 2.85 1.61
C 3.61 4.23 1.01
C 3.02 5.44 1.64
C 3.40 2.70 3.04
C 4.92 2.70 3.30
H 2.14 0.37 0.69
H 0.56 0.60 0.89
H 1.74 0.43 2.22
H 1.01 2.93 1.79
H 1.49 2.81 0.21
H 3.31 4.15 -0.03
H 4.61 4.30 0.75
H 3.36 6.28 0.79
H 3.55 5.70 2.58
H 1.99 5.22 1.78
H 3.12 1.78 3.45
H 3.01 3.52 3.71
H 5.37 3.77 2.91
H 5.15 1.90 2.99
H 4.91 2.56 4.36
C 0.64 6.89 3.93
C -0.39 5.74 3.52
N -1.87 6.11 3.55
C -2.40 7.25 2.83
C -2.38 6.96 1.39
C -2.71 4.93 3.57
C -2.81 4.53 5.11
H 1.58 6.66 4.36
H 0.30 7.35 4.76
H 0.58 7.78 3.13
H -0.20 5.05 4.34
H -0.22 5.53 2.42
H -1.92 8.16 3.04
H -3.42 7.27 3.16
H -1.50 6.29 1.04
H -2.92 7.72 0.84
H -3.15 6.29 1.54
H -2.54 4.21 3.00
H -3.74 5.16 3.22
H -1.88 4.47 5.70
H -3.39 3.59 5.26
H -3.19 5.44 5.78
C -5.12 -7.81 -0.68
C -3.67 -7.68 -0.42
N -3.08 -6.40 -0.88
C -1.81 -6.12 -0.17
C -0.63 -7.01 -0.66
C -3.23 -6.04 -2.30
C -2.96 -4.62 -2.58
H -5.61 -6.98 -0.08
H -5.47 -8.70 -0.19
H -5.32 -7.88 -1.80
H -3.01 -8.53 -1.10
H -3.48 -7.77 0.68
H -1.82 -6.30 0.92
H -1.69 -5.04 -0.25
H 0.30 -6.83 -0.31
H -0.23 -6.93 -1.76
H -0.92 -8.12 -0.64
H -4.23 -6.38 -2.82
H -2.49 -6.65 -2.85
H -1.91 -4.31 -2.55
H -3.58 -4.07 -1.86
H -3.43 -4.38 -3.72
C -3.82 2.56 -0.25
C -3.21 1.28 -0.48
C -3.15 0.95 -2.05
C -2.28 -0.40 -2.24
C -0.81 -0.48 -1.82
C -0.11 -1.77 -2.30
H -3.69 3.26 -1.01
H -3.39 2.94 0.80
H -4.99 2.37 0.01
H -3.63 0.33 -0.04
H -2.33 1.25 -0.04
H -2.73 1.88 -2.44
H -4.09 0.79 -2.37
H -2.29 -0.60 -3.22
H -2.97 -1.15 -1.89
H -0.65 -0.35 -0.97
H -0.53 0.45 -2.35
H -0.58 -2.49 -1.84
H 0.89 -1.78 -1.96
H -0.50 -1.94 -3.40
C -2.68 -1.27 2.48
C -1.85 -2.50 2.75
C -0.50 -2.52 1.88
C 0.39 -3.73 2.10
C 1.39 -3.91 1.00
C 2.52 -2.84 0.91
H -2.15 -0.23 2.73
H -3.43 -1.01 3.22
H -2.97 -1.49 1.39
H -2.32 -3.32 2.54
H -1.48 -2.47 3.72
H -0.27 -1.49 2.13
H -0.78 -2.60 0.81
H -0.28 -4.89 2.15
H 0.85 -3.64 3.14
H 0.88 -3.94 0.08
H 1.94 -4.89 1.22
H 2.12 -2.06 0.28
H 3.33 -3.35 0.23
H 2.91 -2.58 1.80
C 1.48 -0.66 -5.47
C 2.19 0.50 -4.81
C 3.49 0.03 -4.09
C 4.66 -0.18 -5.03
C 5.80 -0.66 -4.29
C 6.78 -1.27 -5.25
H 0.51 -0.41 -5.70
H 1.28 -1.57 -5.01
H 2.00 -1.02 -6.52
H 1.32 0.79 -4.09
H 2.38 1.43 -5.47
H 3.32 -0.87 -3.55
H 3.89 0.86 -3.63
H 4.79 0.64 -5.66
H 4.47 -1.06 -5.53
H 5.55 -1.50 -3.64
H 6.48 0.18 -4.00
H 6.47 -2.23 -5.57
H 7.77 -1.27 -4.89
H 6.84 -0.63 -6.16



Entry 7:
57
Properties=species:S:1:pos:R:3 method="wB97M-V/def2-TZVPD" lumo_energy_ev=-4.591 multiplicity=1 energy_ha=-2756.48233 homo_energy_ev=-9.9 gap_ev=5.26 max_force_ev_per_a=2.4 total_charge=+1
Au -0.46 -0.11 0.11
S -0.59 -0.10 2.55
C -1.35 -1.60 2.92
C -1.67 -1.84 4.27
C -2.35 -2.98 4.63
C -2.73 -3.91 3.66
C -2.38 -3.73 2.35
C -1.68 -2.59 1.95
S -1.22 -2.50 0.29
H -1.38 -1.11 5.00
H -2.60 -3.15 5.66
H -3.29 -4.79 3.95
H -2.64 -4.45 1.60
N 4.08 -0.67 0.64
C 2.75 -0.87 0.64
N 2.32 -1.98 1.26
O 1.99 -0.06 0.09
H 4.71 -1.31 1.09
H 4.46 0.16 0.22
H 2.97 -2.65 1.64
H 1.35 -2.23 1.23
C -0.47 1.28 -5.09
N 0.86 1.07 -4.55
C 1.33 -0.25 -4.95
N 0.43 -1.31 -4.54
C -0.90 -1.05 -5.06
N -1.41 0.26 -4.67
C -1.70 0.33 -3.26
P -0.18 0.04 -2.24
C 0.91 1.27 -3.13
C 0.42 -1.49 -3.11
H -0.41 1.26 -6.18
H -0.84 2.26 -4.78
H 2.32 -0.43 -4.53
H 1.40 -0.27 -6.05
H -1.59 -1.82 -4.71
H -0.86 -1.08 -6.15
H -2.45 -0.42 -3.00
H -2.10 1.32 -3.02
H 1.94 1.16 -2.77
H 0.55 2.28 -2.90
H -0.23 -2.33 -2.84
H 1.44 -1.72 -2.76
C 0.42 3.49 3.23
N -0.31 3.06 2.06
C 0.02 3.11 0.77
S -1.06 2.37 -0.33
N 1.07 3.73 0.23
C 2.07 4.59 0.83
H 0.02 2.96 4.09
H 0.29 4.56 3.40
H 1.48 3.25 3.15
H -1.16 2.55 2.23
H 1.14 3.58 -0.76
H 1.65 5.13 1.66
H 2.40 5.30 0.08
H 2.94 4.01 1.17



Entry 8:
89
Properties=species:S:1:pos:R:3 method="wB97M-V/def2-TZVPD" lumo_energy_ev=-7.130 multiplicity=1 energy_ha=-14665.13762 homo_energy_ev=-8.2 gap_ev=1.04 max_force_ev_per_a=4.9 total_charge=+1
C -1.83 7.20 -1.76
C -0.51 6.41 -2.37
C -0.91 5.06 -3.25
C -0.34 3.70 -2.47
C -0.44 2.36 -3.41
C -0.50 1.01 -2.45
C 0.72 -0.07 -2.77
C 1.51 -0.32 -1.32
C 2.83 -1.31 -1.48
C 3.95 -0.74 -0.43
Si 4.28 -1.97 1.06
Cl 5.20 -0.98 2.72
Br 5.89 -3.46 0.26
C 2.72 -3.01 1.50
C 2.09 -2.67 3.01
O 1.25 -1.47 2.83
Si -0.10 -1.41 3.95
C -0.27 0.39 4.70
C 0.04 -2.60 5.46
C -1.76 -1.73 3.00
H -2.64 6.43 -1.37
H -1.42 7.87 -0.86
H -2.34 7.86 -2.61
H 0.18 7.12 -3.03
H 0.09 5.99 -1.43
H -2.09 4.97 -3.25
H -0.53 5.13 -4.36
H 0.77 3.96 -2.16
H -0.99 3.59 -1.50
H -1.45 2.34 -4.05
H 0.47 2.29 -4.14
H -1.52 0.45 -2.55
H -0.41 1.38 -1.34
H 0.31 -1.12 -3.15
H 1.47 0.42 -3.56
H 1.82 0.77 -0.96
H 0.77 -0.75 -0.50
H 2.55 -2.46 -1.30
H 3.15 -1.24 -2.62
H 4.96 -0.59 -1.05
H 3.69 0.30 0.07
H 1.84 -2.94 0.72
H 3.05 -4.15 1.52
H 2.96 -2.38 3.75
H 1.51 -3.63 3.33
H 0.73 0.67 5.29
H -1.10 0.31 5.56
H -0.57 1.19 3.90
H 0.12 -3.73 5.08
H -0.98 -2.50 6.06
H 0.97 -2.34 6.11
H -1.59 -1.76 1.83
H -2.27 -2.75 3.29
H -2.54 -0.88 3.30
Ca 7.49 -5.08 -1.16
Cl 0.56 1.16 7.10
C -5.60 5.21 -0.22
Br -7.29 4.26 -0.04
Br -4.29 4.17 -1.23
Br -5.83 6.99 -0.96
H -5.19 5.33 0.79
C 1.95 0.52 -7.94
C 0.94 1.05 -7.14
C 0.46 2.33 -7.38
C 0.98 3.09 -8.43
C 1.99 2.56 -9.23
C 2.48 1.28 -8.98
H 2.33 -0.48 -7.75
H 0.53 0.46 -6.32
H -0.32 2.75 -6.75
H 0.60 4.09 -8.62
H 2.40 3.15 -10.05
H 3.27 0.87 -9.61
Cl 4.54 0.29 -10.83
B -2.87 -6.81 6.96
O -2.79 -6.04 8.21
C -2.65 -6.92 9.20
O -2.55 -6.61 10.38
C -2.63 -8.26 8.67
O -2.51 -9.29 9.32
O -2.76 -8.22 7.34
O -4.13 -6.55 6.26
C -3.81 -6.06 5.06
O -4.63 -5.73 4.21
C -2.38 -5.99 4.92
O -1.77 -5.59 3.94
O -1.79 -6.43 6.04
Li 4.91 1.03 3.81
Li -2.42 9.24 -0.38



Entry 9:
23
Properties=species:S:1:pos:R:3 method="wB97M-V/def2-TZVPD" s2=0.759 lumo_energy_ev="3.523 / 3.470" multiplicity=2 energy_ha=-351.26663 relative_energy_ev=0.345 homo_energy_ev="1.1 / -3.5" gap_ev="2.47 / 6.98" max_force_ev_per_a=1.1 total_charge=-1
C 0.78 -0.73 -1.05
C -0.17 -1.94 2.45
C 0.24 -1.95 1.13
C -0.69 -0.73 3.04
C 0.22 -0.79 0.34
C -0.92 0.34 2.19
C -0.48 0.35 0.88
H -0.20 -2.83 3.07
H 0.47 -2.94 0.75
H -0.85 -0.71 4.11
H -1.48 1.22 2.48
H 0.01 -1.00 -1.82
H 1.55 -1.48 -1.21
H -0.60 1.21 0.22
H 1.14 0.28 -1.23
C -0.38 1.84 -3.08
C 1.01 2.38 -3.41
H -0.53 1.60 -2.03
H -1.16 2.49 -3.46
H -0.51 0.89 -3.61
H 1.03 2.68 -4.45
H 1.36 3.18 -2.75
H 1.75 1.58 -3.29



Among the records above, which one has the highest multiplicity?
C9H14



The highest multiplicity belongs to which entry?
C9H14



Which value of multiplicity does entry 2 give?
1